No. 1
DFT (wB97M-V/def2-TZVPD) results for C32H39N9NdO2S as an isolated structure.

Properties
Lowest unoccupied orbital energy (alpha / beta) = -0.1048 / -0.1040 Ha
Electronic energy = -2845.5572 Eh
Energy relative to the best compared isomer or geometry (same formula, charge and spin) = 85.8 kJ/mol

ORCA input file:
```
! RIJCOSX wB97M-V def2-TZVPD def2/J DEFGRID3
* xyz 1 4
Nd -0.4571 0.2760 0.1047
S 2.3542 1.1886 -3.9177
O 3.1067 -2.0999 -1.0045
O 2.1795 -2.1308 1.8317
N 0.6251 1.4516 -2.0400
N -2.8884 -0.7179 -0.6407
N -0.1672 -1.2565 -2.1602
N -2.1282 2.3040 -0.3511
N 1.3077 1.4201 1.5307
N -1.8317 1.1142 2.2479
N -1.1648 -1.8125 1.5261
N 6.1503 4.6563 -1.9423
N 1.4210 -0.9078 0.0298
C 1.5204 -2.6349 -3.1804
C -3.2853 2.1050 -1.2496
C 1.9737 -1.6514 -0.9435
C -0.9211 -1.9717 2.9794
C -0.5105 -2.2252 -4.3362
C -2.2402 0.2507 3.3723
C 4.3489 3.3706 -0.6581
C -2.4413 3.0893 0.8613
C 1.0499 -1.8341 -2.1399
C -2.7865 2.2194 2.0778
C 1.8705 1.1151 -2.2807
C 0.7316 -2.8494 -4.2913
C -0.8993 -1.4475 -3.2638
C -1.1205 -0.6924 3.8103
C -2.4610 -2.4000 1.1594
C 2.1223 0.1170 3.4962
C 3.0292 3.8252 -0.7089
C -4.0821 -0.0823 -0.0597
C 0.7766 1.7310 -4.3194
C 1.9034 1.1693 4.3625
C 5.3524 4.0699 -1.3668
C 1.7201 0.1482 2.1666
C 2.0493 3.1637 0.0002
C -4.4445 1.2605 -0.7115
C 3.6850 1.6065 0.8360
C 1.2054 2.2803 3.8562
C 1.8569 -1.0421 1.3577
C 2.3667 2.0525 0.7878
C 0.7979 2.3494 2.5566
C 0.0084 1.8146 -3.2024
C -2.8163 -2.1529 -0.3065
C 4.6682 2.2561 0.1169
H -3.7780 -2.6512 -0.5052
H 0.3982 3.2747 2.1578
H -3.8878 0.0591 1.0017
H 1.0209 3.5136 -0.0433
H 2.5643 0.7884 -1.5275
H -2.0521 -2.6150 -0.9432
H -1.3217 -1.0073 4.8361
H -3.7951 1.8125 1.9832
H -0.1847 -0.1341 3.8380
H 1.0636 -3.4765 -5.1055
H 3.9371 0.7587 1.4531
H 5.6903 1.9181 0.1765
H -1.5629 3.6921 1.1128
H -3.2726 3.7821 0.6734
H 2.7913 4.7011 -1.2938
H -3.1326 -0.3155 3.0922
H -3.2320 -1.9751 1.8063
H -2.5083 0.8790 4.2342
H -1.5735 -2.7620 3.3669
H -0.4410 -2.3747 1.0620
H 2.5446 -0.8163 3.8416
H 2.1947 1.1207 5.3963
H -2.9051 1.6280 -2.1585
H -3.7117 3.0776 -1.5420
H -1.8610 -0.9447 -3.3014
H 0.1101 -2.3003 3.1272
H -1.4937 2.8873 -0.9023
H -5.1022 1.0839 -1.5671
H -2.7918 2.8766 2.9592
H -2.4614 -3.4861 1.3243
H -3.0061 -0.6749 -1.6534
H -4.9607 -0.7398 -0.1485
H 0.8893 3.0597 4.5359
H -0.9400 1.5602 2.5711
H -5.0225 1.8406 0.0090
H -1.0144 2.1535 -3.1931
H -1.1641 -2.3481 -5.1849
H 0.5060 1.9708 -5.3266
H 2.5082 -3.0569 -3.0783
*
```

***

No. 2
DFT (wB97M-V/def2-TZVPD) results for a 8-piece molecular cluster, C32H40N8 overall.

Properties
Lowest unoccupied orbital energy = -0.0005 Ha
Electronic energy = -1680.8736 Eh
Energy relative to the best compared isomer or geometry (same formula, charge and spin) = 1295.0 kJ/mol

ORCA input file:
```
! RIJCOSX wB97M-V def2-TZVPD def2/J DEFGRID3
* xyz 0 1
N -42.3899 -19.5308 23.1858
N -38.7524 -18.2290 19.0115
N -34.2675 -17.7138 26.2416
N -41.5361 -14.8316 21.2318
N -34.3793 -18.9987 21.8961
N -40.0473 -15.9152 26.7303
N -37.0953 -17.8639 21.7849
N -34.9153 -21.8738 25.7678
C -38.7102 -14.8149 28.0931
C -32.9884 -16.9445 27.8471
C -39.9664 -15.2556 27.9864
C -41.0761 -19.2870 23.5340
C -33.0063 -17.9620 25.8162
C -35.7407 -22.9145 24.1075
C -34.2010 -17.1563 27.3826
C -36.7511 -17.6549 18.5262
C -41.9213 -21.0649 24.8195
C -38.0265 -17.1463 18.5733
C -36.8270 -19.2146 18.6941
C -36.8486 -22.1080 24.8186
C -38.0927 -19.4408 18.9078
C -32.0840 -17.2564 26.6072
C -40.1546 -15.0647 21.3756
C -34.7172 -22.8798 24.9663
C -33.9941 -19.9641 22.8366
C -41.1337 -14.9973 23.4747
C -32.2544 -19.2986 21.3423
C -39.8075 -15.0542 22.6069
C -38.7964 -15.9626 26.0653
C -37.9907 -15.2453 26.7325
C -36.4960 -16.9150 23.6296
C -37.4477 -18.7466 22.7616
C -36.5301 -16.6935 22.3292
C -42.1439 -14.7971 22.4546
C -36.2064 -21.4119 25.8589
C -32.6923 -20.2359 22.5689
C -42.8812 -20.6309 23.9866
C -40.6492 -20.0862 24.5701
C -37.0591 -18.2581 23.8929
C -33.3544 -18.4615 21.0609
H -38.8637 -15.0225 22.9110
H -38.1646 -14.3354 28.9160
H -37.7552 -19.7122 22.5361
H -36.0321 -17.0393 18.1707
H -31.0367 -17.2965 26.4720
H -34.2392 -21.5730 26.3510
H -37.4504 -18.1392 20.7833
H -43.6784 -20.9843 23.8123
H -36.1764 -20.0076 18.7741
H -36.5501 -20.8597 26.5303
H -35.0078 -18.0653 25.7116
H -38.5693 -16.2569 18.3896
H -36.0392 -23.4465 23.1257
H -40.8250 -16.3537 26.5288
H -37.8581 -22.0001 24.5448
H -32.8340 -16.5565 28.7510
H -33.7587 -23.3557 24.8494
H -38.7384 -16.3283 25.1816
H -41.1528 -14.9721 24.4345
H -33.5413 -17.7220 20.4162
H -36.2574 -15.7657 21.8566
H -39.6647 -20.1592 25.0479
H -43.1773 -14.7971 22.6698
H -32.8375 -18.3957 24.8497
H -39.7777 -15.4282 20.4812
H -41.9223 -21.7682 25.4145
H -41.9541 -14.9412 20.2420
H -40.7487 -15.4049 28.6057
H -35.3516 -17.1159 27.9115
H -32.0382 -20.8296 23.1973
H -42.9639 -19.0127 22.4996
H -35.2578 -18.5650 21.9719
H -34.7022 -20.2074 23.5089
H -31.2018 -19.2913 20.8401
H -38.6498 -20.4473 19.0168
H -37.1995 -18.9448 24.8818
H -36.9838 -14.9896 26.4853
H -40.4880 -18.5218 23.1711
H -39.8415 -18.1616 19.2498
H -36.1015 -16.1218 24.4328
*
```